Entry 1:
81
Properties=species:S:1:pos:R:3:lowdin_charge:R:1 method="wB97M-V/def2-TZVPD" orbital_gap_ev=5.6 relative_energy_kcal_mol=0.0
C -1.398 -0.289 -3.998 -0.0410
C -0.953 -1.492 -3.253 -0.2710
H -0.917 -0.225 -4.963 0.0600
H -1.195 0.629 -3.425 0.0646
H -2.479 -0.349 -4.151 0.0870
C -0.298 -2.556 -3.772 -0.1652
C 0.035 -2.652 -5.197 -0.1454
H -0.072 -3.413 -3.140 0.0882
H 0.397 -1.695 -5.616 0.0649
H -0.826 -2.980 -5.804 0.0745
H 0.824 -3.400 -5.325 0.0592
Sc 0.298 1.139 1.214 0.4393
Cl 1.684 3.055 1.213 0.1295
C -0.594 -1.791 2.379 -0.2439
O 0.178 -1.005 1.790 -0.0840
N -0.182 -2.801 3.158 -0.1542
C 1.241 -3.051 3.331 -0.0223
C -1.097 -3.803 3.702 -0.0382
H -1.693 -1.718 2.297 0.1480
H 1.780 -2.102 3.326 0.0935
H 1.627 -3.699 2.526 0.0897
H 1.377 -3.567 4.294 0.0921
H -2.123 -3.429 3.625 0.0953
H -0.852 -3.995 4.755 0.0890
H -1.028 -4.755 3.159 0.0797
H 1.033 3.018 5.969 0.1016
H -0.810 4.870 5.412 0.0973
C 1.201 2.969 4.881 -0.0126
C -0.529 4.699 4.366 -0.0239
N -0.032 3.348 4.196 -0.1601
H 1.478 1.961 4.578 0.0907
C -0.596 2.533 3.334 -0.2924
O -0.099 1.380 3.100 -0.1754
H -1.405 4.835 3.728 0.0942
H -1.502 2.876 2.810 0.1421
H 2.002 3.683 4.627 0.1028
H 0.239 5.435 4.092 0.1045
H 1.529 0.181 -2.923 0.0895
H 2.446 -2.574 -2.872 0.0879
C 2.511 0.254 -2.428 -0.0234
C 3.236 -2.100 -2.270 -0.0402
N 2.732 -0.915 -1.589 -0.1586
H 2.542 1.166 -1.818 0.0834
C 2.503 -0.872 -0.263 -0.2568
O 2.111 0.167 0.331 -0.1597
H 3.609 -2.820 -1.537 0.0912
H 2.704 -1.829 0.253 0.1472
H 3.296 0.277 -3.197 0.0897
H 4.047 -1.809 -2.952 0.0916
O -0.195 -0.491 -1.714 -0.3609
C -1.187 -1.400 -1.760 -0.4284
C 0.258 -3.221 -0.684 -0.0525
C -0.999 -2.664 -0.883 -0.1479
H 1.130 -2.659 -1.047 0.0793
C 0.377 -4.451 -0.038 -0.0884
H -2.202 -0.972 -1.560 0.1240
C -2.148 -3.286 -0.387 -0.0329
H 1.363 -4.878 0.110 0.0964
C -0.774 -5.104 0.419 -0.1265
C -2.025 -4.518 0.253 -0.1038
H -3.100 -2.773 -0.527 0.1149
H -0.686 -6.067 0.920 0.0961
H -2.920 -4.999 0.633 0.0977
Si -0.367 4.034 -1.370 0.3095
Cl -0.463 1.881 -0.878 0.5386
C 1.393 4.685 -1.570 -0.2370
C -1.241 4.808 0.088 -0.2266
C -1.276 4.514 -2.931 -0.2046
H 2.069 3.865 -1.814 0.0145
H 1.772 5.187 -0.671 0.0079
H 1.441 5.419 -2.385 0.0301
H -0.664 4.315 -3.815 0.0311
H -1.540 5.586 -2.979 0.0448
H -2.218 3.956 -3.020 0.0326
H -0.960 4.355 1.055 -0.0192
H -2.337 4.721 -0.012 0.0399
H -1.033 5.890 0.191 0.0422
C -2.063 0.908 1.088 -0.2799
H -2.585 1.868 0.974 -0.0361
H -2.365 0.478 2.056 -0.0311
H -2.436 0.226 0.306 -0.0243

***

Entry 2:
82
Properties=species:S:1:pos:R:3:lowdin_charge:R:1 method="wB97M-V/def2-TZVPD" orbital_gap_ev=7.4 charge=-1
C 3.852 -5.023 5.701 -0.1683
C 2.756 -3.860 5.369 -0.3330
C 3.078 -3.339 3.892 -0.7339
Cl 3.038 -4.732 2.660 0.4143
In 1.560 -1.792 3.132 0.7908
C -0.470 -2.702 3.476 -0.2785
C -1.690 -1.966 2.733 -0.3010
C -2.215 -2.714 1.415 -0.2046
C -3.252 -3.897 1.686 -0.2092
N -4.570 -3.412 2.209 -0.1549
C -5.279 -2.593 1.180 -0.1026
C -5.323 -4.644 2.549 -0.4086
C -5.591 -5.854 1.524 -0.0310
O -5.744 -4.771 3.726 0.0371
C 2.088 -1.450 0.958 -0.1809
C 3.533 -1.211 0.416 -0.1025
C 3.926 -1.018 -1.049 -0.1567
N 2.947 -1.060 -2.070 -0.0296
C 1.621 -1.244 -1.627 -0.1674
C 1.044 -1.447 -0.222 -0.0702
C 1.923 0.057 4.448 -0.4080
F 1.731 -0.380 5.821 -0.0744
F 3.300 0.491 4.384 -0.0592
F 1.003 1.123 4.222 -0.0426
H 4.850 -4.636 5.272 0.0724
H 3.960 -5.162 6.827 0.0579
H 3.563 -5.968 5.136 0.0456
H 1.684 -4.250 5.456 0.0993
H 2.941 -2.999 6.093 0.0991
H 4.109 -2.847 3.830 0.0434
H -0.675 -2.642 4.606 0.0425
H -0.461 -3.809 3.191 0.0396
H -1.494 -0.848 2.524 0.0996
H -2.578 -1.967 3.474 0.1007
H -2.661 -1.910 0.725 0.1023
H -1.297 -3.189 0.900 0.1101
H -2.842 -4.738 2.336 0.1380
H -3.471 -4.376 0.652 0.1118
H -4.949 -1.502 1.355 0.0983
H -6.412 -2.654 1.250 0.0969
H -4.912 -2.845 0.112 0.0929
H -6.596 -6.309 1.793 0.0826
H -5.504 -5.527 0.430 0.0757
H -4.810 -6.689 1.658 0.0933
H 4.379 -1.178 1.191 0.0764
H 5.016 -0.884 -1.329 0.0843
H 0.834 -1.265 -2.467 0.0807
H -0.070 -1.591 -0.022 0.0589
C -0.281 2.439 -6.427 -0.0778
C 0.897 1.861 -5.647 -0.4272
C 0.591 0.506 -4.979 -0.2028
O -0.207 0.597 -3.803 -0.2104
C -1.597 0.725 -4.044 -0.1062
N 1.351 2.854 -4.666 0.0395
H -1.038 2.883 -5.779 0.0628
H 0.063 3.230 -7.100 0.0718
H -0.762 1.670 -7.039 0.0741
H 1.708 1.694 -6.365 0.1323
H 1.541 0.069 -4.654 0.1143
H 0.152 -0.205 -5.691 0.1173
H -1.916 0.165 -4.928 0.0880
H -1.865 1.779 -4.144 0.0738
H -2.129 0.333 -3.175 0.0865
H 2.199 2.507 -4.220 0.0756
H 0.667 2.868 -3.909 0.0612
C 0.370 5.202 -0.679 -0.0693
C 1.262 5.555 -1.866 -0.4280
C 1.991 6.905 -1.711 -0.2022
O 1.169 8.049 -1.926 -0.1962
C 0.373 8.418 -0.813 -0.1128
N 0.459 5.513 -3.095 0.0349
H -0.570 5.756 -0.680 0.0619
H 0.111 4.140 -0.704 0.0782
H 0.881 5.396 0.268 0.0798
H 2.030 4.776 -1.934 0.1347
H 2.770 6.957 -2.479 0.1197
H 2.506 6.976 -0.744 0.1181
H 0.880 8.230 0.137 0.0899
H -0.584 7.892 -0.845 0.0728
H 0.162 9.487 -0.887 0.0838
H 1.076 5.646 -3.894 0.0666
H -0.129 6.347 -3.101 0.0678

***

Entry 3:
87
Properties=species:S:1:pos:R:3:lowdin_charge:R:1 method="wB97M-V/def2-TZVPD" orbital_gap_ev="5.8 / 5.8" s_squared=0.760 charge=+1 relative_energy_kcal_mol=30.4 multiplicity=2
Ir 0.546 -0.005 -0.225 1.2449
O -2.453 3.189 -0.687 0.1888
C -1.528 2.286 -0.453 -0.4908
O -1.292 1.352 -1.187 -0.0189
C -0.772 2.490 0.803 -0.1774
C -0.898 3.610 1.605 0.0633
C -0.138 3.685 2.760 0.0201
C 0.667 2.607 3.089 0.0608
C 0.705 1.506 2.254 -0.1618
N 0.037 1.474 1.101 0.0155
C 1.427 0.245 2.504 -0.4784
O 2.015 0.002 3.645 0.2172
O 1.485 -0.605 1.628 -0.0461
H -2.902 2.992 -1.526 0.1698
H -1.591 4.393 1.334 0.1435
H -0.191 4.554 3.400 0.1335
H 1.259 2.632 3.995 0.1366
H 1.818 0.650 4.334 0.1402
C 1.248 -3.173 -0.709 -0.1106
O 1.285 -1.814 -1.179 -0.4551
Si 2.580 -1.110 -2.037 0.3753
C 2.633 -1.779 -3.772 -0.1355
C 4.160 -1.643 -1.192 -0.1431
C 1.937 0.639 -1.722 -0.5485
Si 0.996 1.389 -3.215 0.4391
C -0.391 0.202 -3.694 -0.1812
C 0.341 3.143 -2.934 -0.1676
C 2.119 1.567 -4.712 -0.1635
Si 3.262 1.793 -0.997 0.4042
C 4.040 1.235 0.624 -0.1464
C 2.609 3.524 -0.641 -0.1623
C 4.665 1.917 -2.247 -0.1571
H 1.109 -3.838 -1.562 0.0969
H 0.418 -3.291 -0.017 0.0152
H 2.174 -3.423 -0.192 0.0948
H 2.829 -2.854 -3.741 0.0485
H 3.445 -1.321 -4.342 0.0441
H 1.705 -1.625 -4.322 0.0275
H 4.447 -2.633 -1.554 0.0505
H 4.029 -1.710 -0.109 0.0374
H 4.997 -0.974 -1.389 0.0308
H -0.695 -0.437 -2.863 -0.0310
H -0.089 -0.439 -4.523 0.0345
H -1.278 0.752 -4.015 0.0431
H 0.208 3.409 -1.887 0.0018
H -0.626 3.252 -3.434 0.0439
H 1.016 3.878 -3.374 0.0408
H 2.734 0.691 -4.915 0.0192
H 2.778 2.431 -4.623 0.0238
H 1.489 1.736 -5.591 0.0498
H 3.324 1.235 1.446 0.0040
H 4.831 1.942 0.885 0.0507
H 4.488 0.244 0.577 0.0214
H 1.670 3.499 -0.079 0.0076
H 2.442 4.105 -1.547 0.0280
H 3.344 4.061 -0.036 0.0431
H 5.161 0.957 -2.402 0.0254
H 5.419 2.622 -1.885 0.0428
H 4.324 2.274 -3.218 0.0146
S -1.945 -2.830 -1.809 0.6513
C -3.527 -2.327 -1.848 -0.8683
N -4.626 -1.957 -1.814 0.0909
C -2.948 -4.952 1.747 -0.0501
C -3.657 -3.627 1.569 -0.4487
C -5.130 -3.699 1.904 -0.0347
O -3.096 -2.601 2.450 -0.3100
P -1.694 -1.893 2.286 -0.0556
S -0.129 -2.948 2.750 0.3615
S -1.692 -1.126 0.353 0.3955
O -1.789 -0.670 3.304 -0.3188
C -2.938 0.150 3.688 -0.4198
C -3.647 0.735 2.481 -0.0521
C -3.881 -0.623 4.589 -0.0363
H -3.410 -5.695 1.096 0.0931
H -3.026 -5.289 2.782 0.0951
H -1.894 -4.869 1.489 0.0413
H -3.543 -3.278 0.542 0.0664
H -5.270 -4.004 2.942 0.0911
H -5.614 -4.427 1.254 0.0927
H -5.607 -2.731 1.748 0.0832
H -2.463 0.949 4.260 0.1345
H -4.120 -0.051 1.892 0.0778
H -2.948 1.277 1.842 0.0464
H -4.422 1.426 2.819 0.0966
H -4.449 -1.352 4.017 0.0720
H -4.579 0.070 5.062 0.0923
H -3.325 -1.142 5.369 0.0950

***

| no. | DFT total energy (eV) | largest force on an atom (eV/Å) |
| --- | --- | --- |
| 1 | -91920.08097 | 4.6 |
| 2 | -63580.12638 | 5.3 |
| 3 | -111212.63402 | 3.4 |